1.
DFT (the ωB97M-V functional and the def2-TZVPD basis) results for a molecular structure, C16H22N6O5SZr.

CARTESIAN COORDINATES (ANGSTROEM)
Zr: 0.35348 0.29087 -0.27139
N: -0.68195 -4.65180 0.35263
C: -1.13904 -3.34932 0.25016
S: -2.24774 -2.80615 1.44377
N: -0.66223 -2.70095 -0.78591
N: -1.05195 -1.36271 -0.88502
C: -1.95633 -1.01390 -1.71184
C: -2.31411 0.38912 -1.93911
C: -3.00619 0.69387 -3.11933
C: -3.42125 1.97607 -3.39939
C: -3.17270 2.99299 -2.47742
C: -2.51236 2.72369 -1.29692
C: -2.06880 1.42812 -1.01753
O: -1.39065 1.21482 0.13119
H: -1.25957 -5.25485 0.91269
H: -0.32735 -5.04350 -0.50781
H: -2.47062 -1.78516 -2.28505
H: -3.19713 -0.10247 -3.82647
H: -3.93090 2.19203 -4.32684
H: -3.49062 4.00392 -2.69109
H: -2.29458 3.50155 -0.57832
C: -0.14245 0.10221 2.93735
C: 0.23983 1.55989 2.62805
N: 1.28090 1.58073 1.59386
C: 2.59153 1.13352 2.08574
C: 3.36499 0.37531 1.01414
N: 2.50179 -0.56546 0.28673
C: 2.22807 -1.88134 0.89936
C: 1.25920 -1.77713 2.07328
N: 0.15388 -0.81819 1.81385
H: -1.21270 0.04128 3.14180
H: 0.37311 -0.25778 3.83179
H: 0.56759 2.06359 3.54519
H: -0.61668 2.09902 2.22482
H: 1.34647 2.49687 1.15934
H: 2.42241 0.49761 2.95239
H: 3.18514 1.98210 2.44249
H: 4.21956 -0.14308 1.46662
H: 3.75199 1.07887 0.27372
H: 2.88031 -0.72101 -0.64332
H: 3.15559 -2.36699 1.22674
H: 1.78043 -2.49926 0.11510
H: 1.78160 -1.47234 2.98161
H: 0.83051 -2.76586 2.26536
H: -0.71618 -1.39140 1.68950
O: 0.55687 0.50182 -4.20644
C: 0.81652 0.69431 -3.05328
O: 1.11822 -0.22356 -2.14716
C: 0.82732 2.13531 -2.41202
O: 0.63948 3.12959 -3.05200
O: 1.05727 2.07515 -1.10562

Properties
**Energy above the lowest of the compared OMol25 structures with the same formula, charge and spin**: 130.6 kJ/mol

=====

2.
DFT (the ωB97M-V functional and the def2-TZVPD basis) results for a molecular structure, C16H22N6O5SZr in a non-equilibrium geometry.

CARTESIAN COORDINATES (ANGSTROEM)
Zr: -0.18160 -0.01973 -0.08378
N: -4.35327 1.33333 1.03623
C: -3.41592 0.57035 0.37978
S: -2.80162 -0.85737 1.17087
N: -3.05268 1.01943 -0.79186
N: -2.01798 0.22515 -1.28169
C: -1.95347 -0.05536 -2.51998
C: -0.95095 -1.00327 -3.02544
C: -0.73760 -1.08819 -4.40764
C: 0.09922 -2.03082 -4.95851
C: 0.72590 -2.94684 -4.11285
C: 0.52300 -2.90190 -2.75042
C: -0.29774 -1.93092 -2.18109
O: -0.42930 -1.87740 -0.84283
H: -4.89310 0.84696 1.73166
H: -4.86358 1.97440 0.44642
H: -2.68460 0.36856 -3.20447
H: -1.25397 -0.38247 -5.04972
H: 0.26173 -2.06326 -6.02697
H: 1.38617 -3.69970 -4.52565
H: 1.01093 -3.60180 -2.08498
C: 2.65861 -0.34768 1.75164
C: 1.75049 -1.58697 1.70231
N: 0.33810 -1.18475 1.88302
C: 0.02916 -0.61094 3.21156
C: -0.80171 0.68110 3.16515
N: -0.64387 1.43472 1.90072
C: 0.34663 2.52635 2.01189
C: 1.71962 1.92507 2.23835
N: 1.97010 0.85901 1.25562
H: 3.53809 -0.55199 1.14372
H: 3.01282 -0.16718 2.76782
H: 2.05976 -2.32020 2.45125
H: 1.82161 -2.06288 0.72470
H: -0.27767 -1.96746 1.68381
H: 0.98187 -0.43308 3.70828
H: -0.49537 -1.35397 3.81242
H: -0.51738 1.31393 4.01156
H: -1.85261 0.43481 3.25977
H: -1.54437 1.84806 1.67220
H: 0.09045 3.19345 2.84051
H: 0.32184 3.09440 1.08509
H: 1.78372 1.49538 3.23868
H: 2.48282 2.70490 2.19137
H: 2.47473 1.23426 0.46782
O: 2.52507 0.55146 -3.05448
C: 1.83229 0.68636 -2.09276
O: 1.58379 -0.22609 -1.14921
C: 1.10097 2.03174 -1.75138
O: 1.48075 3.08617 -2.16597
O: 0.11011 1.83286 -0.88254

Properties
**Energy above the lowest of the compared OMol25 structures with the same formula, charge and spin**: 116.4 kJ/mol

=====

3.
DFT (the ωB97M-V functional and the def2-TZVPD basis) results for a molecular structure, C16H23BCeN9 in a non-equilibrium geometry.

CARTESIAN COORDINATES (ANGSTROEM)
Ce: -1.68935 0.45485 1.46109
C: -1.13737 -3.02317 3.01492
C: -0.34963 -2.58875 1.81487
C: 0.64892 -3.21164 1.20133
C: 0.95532 -2.39406 0.10040
N: 0.18912 -1.30188 0.01663
N: -0.63625 -1.41015 1.18896
B: 0.47956 0.03452 -0.82159
N: 0.99706 1.06532 0.31922
C: 2.15497 1.65020 0.36374
C: 2.25926 2.38082 1.57669
C: 1.10890 2.14439 2.24038
C: 0.62166 2.73339 3.54584
N: 0.32821 1.29113 1.48468
N: -0.84565 0.61051 -1.33984
C: -1.09121 0.78345 -2.66939
C: -2.40690 1.13868 -2.86579
C: -2.93451 1.13962 -1.60834
C: -4.35211 1.52023 -1.25006
N: -1.98529 0.87974 -0.68772
N: 1.49898 -0.30619 -1.87307
C: 1.24671 -1.29981 -2.85295
C: 2.44760 -1.65638 -3.38425
C: 3.40763 -0.81109 -2.71369
C: 4.80797 -0.60561 -3.21277
N: 2.88059 -0.05851 -1.78252
H: -2.18000 -2.92291 2.74957
H: -0.92694 -2.37290 3.82947
H: -0.96359 -4.03507 3.26229
H: 1.13393 -4.04653 1.58929
H: 1.63130 -2.59756 -0.70338
H: 2.81069 1.60421 -0.50368
H: 3.10585 3.07006 1.82951
H: 1.36266 2.82671 4.34455
H: -0.03265 1.98932 3.91295
H: 0.14624 3.70747 3.44513
H: -0.39639 0.57398 -3.44001
H: -2.84820 1.21187 -3.84192
H: -4.97241 0.58557 -1.26450
H: -4.69270 2.29589 -1.96293
H: -4.47242 1.95758 -0.23474
H: 0.29421 -1.74188 -3.01464
H: 2.65774 -2.27454 -4.20932
H: 5.49236 -0.23700 -2.44102
H: 4.67274 0.20793 -3.91524
H: 5.28077 -1.41443 -3.75830
N: -3.73844 0.54065 3.01350
H: -4.70032 0.62233 2.72739
H: -3.67272 1.43262 3.55611
H: -3.59590 -0.14295 3.76310

Properties
**Charge**: +3
**Calculated total energy**: -43954.7861 eV

=====

4.
DFT (the ωB97M-V functional and the def2-TZVPD basis) results for 3 unconnected molecules or ions with the total composition C16H23BF16N2O7P2 in a non-equilibrium geometry.

CARTESIAN COORDINATES (ANGSTROEM)
C: 3.42447 1.78792 -2.42507
N: 2.86344 0.53720 -2.91843
C: 3.59509 -0.60276 -2.37856
B: 2.75878 0.51730 -4.35873
O: 3.70482 1.20054 -5.09740
C: 1.61452 -0.23432 -5.15318
C: 0.17006 -0.21126 -4.62361
C: 0.05365 -1.44394 -3.63500
P: 0.11834 -0.72375 -1.88137
P: -1.92591 -0.23418 -1.30469
O: -1.85541 0.50512 -0.07118
O: -2.73226 -1.58693 -1.19674
O: -2.55456 0.71440 -2.44199
N: 1.19675 -2.21227 -4.01215
C: 1.82804 -1.74487 -5.15689
O: 2.40765 -2.37441 -5.90574
H: 4.47782 1.91118 -2.64347
H: 3.31930 1.75640 -1.34256
H: 2.86878 2.63356 -2.77930
H: 4.64461 -0.62476 -2.65834
H: 3.12822 -1.53497 -2.62736
H: 3.55556 -0.54090 -1.29993
H: 3.21522 1.71906 -5.73714
H: 1.51723 0.03714 -6.19436
H: -0.20745 0.68530 -4.18794
H: -0.41240 -0.55696 -5.46592
H: -0.90279 -1.92170 -3.72563
H: 0.70248 0.55436 -1.94368
H: -2.35191 -2.24082 -1.78852
H: -2.09691 1.55467 -2.42617
H: 1.07792 -3.20867 -4.13745
F: -5.92273 -3.89886 2.95204
C: -7.24435 -3.93260 2.67685
F: -7.47668 -5.00908 1.88553
C: -7.69202 -2.66669 1.94867
F: -7.11925 -2.59684 0.72923
F: -9.03531 -2.78433 1.74594
C: -7.46994 -1.34281 2.69340
O: -6.29543 -0.62764 2.37862
C: -5.12356 -0.99075 2.99912
F: -5.36788 -1.84057 4.01943
F: -4.59713 0.12764 3.53272
C: -4.11387 -1.56918 2.01129
F: -4.63710 -2.62054 1.34387
F: -3.02368 -2.01579 2.67742
H: -7.80215 -4.06214 3.60911
H: -8.27847 -0.68830 2.37500
H: -7.59410 -1.45985 3.76964
H: -3.80200 -0.81261 1.28770
F: 4.53210 0.68170 3.32267
C: 3.62166 0.70059 2.32590
F: 4.08266 -0.09449 1.32695
C: 3.41974 2.11514 1.78690
F: 4.54517 2.56526 1.19246
F: 2.46944 2.03311 0.81404
C: 2.92900 3.16056 2.79875
O: 3.91803 3.96588 3.40674
C: 4.59222 3.46639 4.49372
F: 3.99736 2.35024 4.95641
F: 4.51157 4.39361 5.46881
C: 6.06986 3.23116 4.18591
F: 6.21343 2.41289 3.12487
F: 6.66149 2.64279 5.25077
H: 2.67792 0.28550 2.69134
H: 2.32446 3.86115 2.22673
H: 2.25424 2.72523 3.53487
H: 6.57212 4.17758 3.97512

Properties
**Calculated total energy**: -97014.4119 eV
**SMILES**: CN(C)B(O)[C@@H]1C[C@H](PP(=O)(O)O)NC1=O.FC(F)C(F)(F)COC(F)(F)C(F)F.FC(F)C(F)(F)COC(F)(F)C(F)F